Here is a molecular structure, H20Hg2O14P in a non-equilibrium geometry from the OMol25 dataset. Energies are from ωB97M-V with the def2-TZVPD basis set.

The value obtained for the total energy is -46595.3022 eV. As for the HOMO energy: -0.464 Ha. The value obtained for the LUMO energy is -0.285 hartree. Its max |F| is 0.3440 hartree/bohr. The HOMO-LUMO gap comes out at 4.88 eV.

ORCA input file:
```
! RIJCOSX wB97M-V def2-TZVPD def2/J DEFGRID3
* xyz 1 1
Hg 0.520 -3.028 0.374
Hg 0.793 -0.039 -1.562
P -0.181 0.018 1.044
O -0.876 0.331 -0.222
O -0.263 -1.125 -0.045
O 0.752 0.964 0.324
O 0.934 -0.762 0.491
O 2.657 -1.674 -0.865
H 3.503 -1.297 -0.687
H 2.019 -1.278 -0.168
O -1.313 -2.936 2.086
H -1.503 -3.777 2.552
H -2.136 -2.717 1.711
O 1.418 2.624 2.105
H 1.995 3.232 1.600
H 1.284 1.985 1.456
O -1.570 -2.843 -1.085
H -1.602 -2.538 -1.980
H -1.164 -1.963 -0.704
O 2.831 1.259 -0.947
H 2.706 2.114 -1.278
H 2.131 1.128 -0.244
O 2.973 -0.349 1.891
H 2.491 -0.239 2.670
H 2.246 -0.363 1.264
O -1.467 0.602 -2.595
H -1.197 0.618 -1.663
H -1.823 1.505 -2.567
O -2.988 -0.722 -0.580
H -2.932 -1.632 -0.867
H -2.039 -0.486 -0.343
O -2.415 2.330 0.451
H -1.783 1.631 0.149
H -3.135 1.869 0.805
O -0.095 2.758 -1.073
H 0.257 2.029 -0.504
H -1.027 2.770 -0.994
*
```

***

Here is 9 unconnected molecules or ions with the total composition H20NO8 in a non-equilibrium geometry from the OMol25 dataset. Energies are from ωB97M-V with the def2-TZVPD basis set.

The value obtained for the total energy is -18188.5477 eV. As for the HOMO energy: -0.519 Ha. The value obtained for the LUMO energy is -0.134 hartree. The relative energy (zero: lowest compared OMol25 entry of this formula, charge and spin) is 165.0 kJ/mol. Its max |F| is 0.0667 hartree/bohr. The HOMO-LUMO gap comes out at 10.47 eV.

ORCA input file:
```
! RIJCOSX wB97M-V def2-TZVPD def2/J DEFGRID3
* xyz 1 1
N -4.361 -15.049 22.879
H -4.300 -14.295 22.245
H -5.006 -14.626 23.464
H -3.446 -15.252 23.218
H -4.655 -15.956 22.535
O -7.274 -15.107 22.091
H -7.251 -14.149 22.069
H -7.414 -15.421 21.198
O -1.956 -13.305 21.805
H -2.140 -13.534 20.885
H -2.610 -12.629 21.820
O -3.422 -15.735 20.294
H -4.108 -15.569 19.690
H -3.494 -16.668 20.489
O -6.052 -12.795 20.856
H -6.586 -12.836 20.060
H -5.258 -12.351 20.634
O -3.225 -14.005 25.389
H -2.350 -14.338 25.045
H -3.234 -12.990 25.482
O -2.757 -17.993 21.677
H -1.923 -17.835 22.145
H -2.631 -18.611 20.991
O -6.720 -12.596 23.452
H -6.224 -12.349 22.667
H -7.517 -12.149 23.333
O -1.037 -14.677 23.823
H -0.406 -15.318 23.516
H -1.220 -14.246 22.981
*
```

***

Here is 10 unconnected molecules or ions with the total composition H20O10 in a non-equilibrium geometry from the OMol25 dataset. Energies are from ωB97M-V with the def2-TZVPD basis set.

The value obtained for the total energy is -20799.0478 eV. Its SMILES is O.O.O.O.O.O.O.O.O.O. As for the HOMO energy: -0.406 Ha. The value obtained for the LUMO energy is -0.002 hartree. The relative energy (zero: lowest compared OMol25 entry of this formula, charge and spin) is 344.0 kJ/mol. Its max |F| is 0.0366 hartree/bohr. The HOMO-LUMO gap comes out at 10.98 eV.

ORCA input file:
```
! RIJCOSX wB97M-V def2-TZVPD def2/J DEFGRID3
* xyz 0 1
O 2.296 -0.531 3.535
H 1.883 -0.422 2.666
H 1.614 -0.109 4.066
O -1.872 -0.667 -0.892
H -1.101 -1.122 -0.541
H -1.661 -0.090 -1.625
O 0.584 2.624 -2.034
H -0.006 1.877 -2.097
H 1.407 2.353 -1.626
O -1.080 -0.265 2.702
H -1.601 -1.059 2.711
H -1.537 0.569 2.605
O 3.143 -1.700 -1.538
H 3.986 -1.909 -1.132
H 2.576 -2.473 -1.473
O -3.229 1.981 -0.405
H -2.751 2.761 -0.694
H -2.547 1.348 -0.148
O 0.400 -1.023 -3.529
H -0.344 -1.412 -4.014
H -0.134 -0.496 -2.935
O -1.759 2.362 2.258
H -0.949 2.478 1.759
H -2.299 3.130 2.409
O -0.524 -3.247 -0.439
H -1.182 -2.897 0.120
H -0.842 -4.142 -0.594
O 2.068 0.658 0.391
H 1.970 -0.281 0.205
H 2.995 0.831 0.571
*
```

***

Here is 10 unconnected molecules or ions with the total composition H20O10 in a non-equilibrium geometry from the OMol25 dataset. Energies are from ωB97M-V with the def2-TZVPD basis set.

The value obtained for the total energy is -20796.3347 eV. Its SMILES is O.O.O.O.O.O.O.O.O.O. As for the HOMO energy: -0.384 Ha. The value obtained for the LUMO energy is -0.006 hartree. The relative energy (zero: lowest compared OMol25 entry of this formula, charge and spin) is 605.7 kJ/mol. Its max |F| is 0.0857 hartree/bohr. The HOMO-LUMO gap comes out at 10.28 eV.

ORCA input file:
```
! RIJCOSX wB97M-V def2-TZVPD def2/J DEFGRID3
* xyz 0 1
H -0.065 0.328 -0.688
H -0.687 0.679 0.599
H 0.590 4.958 0.362
H 0.755 5.361 1.809
H 2.384 2.997 -0.650
H 0.966 2.993 -0.074
H 3.003 -3.287 -1.346
H 4.041 -2.411 -1.534
H -2.704 -3.064 1.085
H -3.725 -3.514 2.106
H 0.379 -1.929 -1.353
H 1.780 -2.391 -0.790
H -2.964 0.981 -2.241
H -2.368 2.353 -2.006
H -5.949 -1.311 -0.833
H -5.257 -0.383 0.163
H 1.844 -0.791 -0.646
H 3.047 -0.043 0.158
H 2.765 -0.428 3.571
H 3.595 -0.944 2.346
O -0.881 0.523 -0.360
O 0.210 5.609 0.954
O 1.541 2.634 -0.847
O 3.157 -2.444 -1.829
O -2.791 -3.074 2.010
O 0.859 -2.671 -0.870
O -2.732 1.545 -1.485
O -6.127 -0.669 -0.129
O 2.611 -0.953 -0.084
O 2.722 -0.654 2.602
*
```

***

Here is 10 unconnected molecules or ions with the total composition H20O10 in a non-equilibrium geometry from the OMol25 dataset. Energies are from ωB97M-V with the def2-TZVPD basis set.

The value obtained for the total energy is -20798.0765 eV. Its SMILES is O.O.O.O.O.O.O.O.O.O. As for the HOMO energy: -0.376 Ha. The value obtained for the LUMO energy is -0.005 hartree. The relative energy (zero: lowest compared OMol25 entry of this formula, charge and spin) is 437.7 kJ/mol. Its max |F| is 0.1294 hartree/bohr. The HOMO-LUMO gap comes out at 10.07 eV.

ORCA input file:
```
! RIJCOSX wB97M-V def2-TZVPD def2/J DEFGRID3
* xyz 0 1
O -0.121 3.462 -0.061
H 0.206 4.377 -0.056
H -0.864 3.494 -0.684
O -1.255 0.557 -2.789
H -0.770 0.166 -3.491
H -0.782 0.037 -1.879
O 2.622 -0.593 -0.909
H 1.937 0.048 -0.516
H 3.100 -0.137 -1.605
O -0.340 0.660 2.528
H -1.126 0.250 2.729
H -0.652 1.644 2.719
O 0.990 -2.745 -1.453
H 1.452 -1.935 -1.466
H 0.499 -2.867 -0.687
O -3.629 -0.809 -1.216
H -4.358 -0.857 -1.805
H -2.861 -0.342 -1.608
O -0.711 -2.394 0.762
H -1.509 -2.769 0.583
H -0.385 -2.973 1.635
O 2.284 2.364 0.045
H 1.199 2.483 -0.115
H 2.627 2.843 -0.668
O -0.400 0.139 -0.171
H -0.526 -0.796 0.098
H -0.369 0.611 0.715
O 1.069 -1.580 3.424
H 1.933 -1.766 2.881
H 0.747 -0.577 3.061
*
```

***

Here is 10 unconnected molecules or ions with the total composition H20O10 from the OMol25 dataset. Energies are from ωB97M-V with the def2-TZVPD basis set.

The value obtained for the total energy is -20798.8267 eV. Its SMILES is O.O.O.O.O.O.O.O.O.O. As for the HOMO energy: -0.405 Ha. The value obtained for the LUMO energy is -0.004 hartree. The relative energy (zero: lowest compared OMol25 entry of this formula, charge and spin) is 365.3 kJ/mol. Its max |F| is 0.0086 hartree/bohr. The HOMO-LUMO gap comes out at 10.92 eV.

ORCA input file:
```
! RIJCOSX wB97M-V def2-TZVPD def2/J DEFGRID3
* xyz 0 1
H -0.372 0.902 -0.767
H 0.925 0.127 -0.601
H -2.437 -3.439 -1.510
H -3.278 -2.437 -2.285
H 0.871 -3.107 -2.313
H 1.149 -1.619 -2.459
H 0.224 3.421 -2.960
H 0.056 2.609 -1.687
H -1.484 -1.135 1.956
H -1.273 -2.422 1.176
H -4.003 0.510 0.053
H -4.877 0.458 -1.190
H 0.687 -2.495 2.800
H -0.190 -1.711 3.763
H 6.072 -1.111 0.407
H 4.720 -1.343 1.060
H 5.064 3.642 0.402
H 4.449 2.899 -0.773
H -2.569 3.856 1.988
H -3.059 2.723 2.875
O 0.376 0.791 -0.169
O -2.384 -2.586 -1.956
O 0.874 -2.394 -2.962
O -0.283 2.692 -2.585
O -1.604 -2.089 2.017
O -4.925 0.503 -0.228
O 0.718 -1.782 3.448
O 5.355 -1.752 0.462
O 4.229 3.279 0.085
O -3.030 3.010 1.955
*
```

***

- Among the records above, which one has the lowest max |F|?
  number 6

***

Please write out number 5 again, unchanged.
Here is 10 unconnected molecules or ions with the total composition H20O10 in a non-equilibrium geometry from the OMol25 dataset. Energies are from ωB97M-V with the def2-TZVPD basis set.

The value obtained for the total energy is -20798.0765 eV. Its SMILES is O.O.O.O.O.O.O.O.O.O. As for the HOMO energy: -0.376 Ha. The value obtained for the LUMO energy is -0.005 hartree. The relative energy (zero: lowest compared OMol25 entry of this formula, charge and spin) is 437.7 kJ/mol. Its max |F| is 0.1294 hartree/bohr. The HOMO-LUMO gap comes out at 10.07 eV.

ORCA input file:
```
! RIJCOSX wB97M-V def2-TZVPD def2/J DEFGRID3
* xyz 0 1
O -0.121 3.462 -0.061
H 0.206 4.377 -0.056
H -0.864 3.494 -0.684
O -1.255 0.557 -2.789
H -0.770 0.166 -3.491
H -0.782 0.037 -1.879
O 2.622 -0.593 -0.909
H 1.937 0.048 -0.516
H 3.100 -0.137 -1.605
O -0.340 0.660 2.528
H -1.126 0.250 2.729
H -0.652 1.644 2.719
O 0.990 -2.745 -1.453
H 1.452 -1.935 -1.466
H 0.499 -2.867 -0.687
O -3.629 -0.809 -1.216
H -4.358 -0.857 -1.805
H -2.861 -0.342 -1.608
O -0.711 -2.394 0.762
H -1.509 -2.769 0.583
H -0.385 -2.973 1.635
O 2.284 2.364 0.045
H 1.199 2.483 -0.115
H 2.627 2.843 -0.668
O -0.400 0.139 -0.171
H -0.526 -0.796 0.098
H -0.369 0.611 0.715
O 1.069 -1.580 3.424
H 1.933 -1.766 2.881
H 0.747 -0.577 3.061
*
```

***

- max |F| of number 4 (H20O10)?
  0.0857 hartree/bohr

***

Please write out number 4 again, unchanged.
Here is 10 unconnected molecules or ions with the total composition H20O10 in a non-equilibrium geometry from the OMol25 dataset. Energies are from ωB97M-V with the def2-TZVPD basis set.

The value obtained for the total energy is -20796.3347 eV. Its SMILES is O.O.O.O.O.O.O.O.O.O. As for the HOMO energy: -0.384 Ha. The value obtained for the LUMO energy is -0.006 hartree. The relative energy (zero: lowest compared OMol25 entry of this formula, charge and spin) is 605.7 kJ/mol. Its max |F| is 0.0857 hartree/bohr. The HOMO-LUMO gap comes out at 10.28 eV.

ORCA input file:
```
! RIJCOSX wB97M-V def2-TZVPD def2/J DEFGRID3
* xyz 0 1
H -0.065 0.328 -0.688
H -0.687 0.679 0.599
H 0.590 4.958 0.362
H 0.755 5.361 1.809
H 2.384 2.997 -0.650
H 0.966 2.993 -0.074
H 3.003 -3.287 -1.346
H 4.041 -2.411 -1.534
H -2.704 -3.064 1.085
H -3.725 -3.514 2.106
H 0.379 -1.929 -1.353
H 1.780 -2.391 -0.790
H -2.964 0.981 -2.241
H -2.368 2.353 -2.006
H -5.949 -1.311 -0.833
H -5.257 -0.383 0.163
H 1.844 -0.791 -0.646
H 3.047 -0.043 0.158
H 2.765 -0.428 3.571
H 3.595 -0.944 2.346
O -0.881 0.523 -0.360
O 0.210 5.609 0.954
O 1.541 2.634 -0.847
O 3.157 -2.444 -1.829
O -2.791 -3.074 2.010
O 0.859 -2.671 -0.870
O -2.732 1.545 -1.485
O -6.127 -0.669 -0.129
O 2.611 -0.953 -0.084
O 2.722 -0.654 2.602
*
```